A structure of composition C26H42Cl2IN5O8P2SSn in a non-equilibrium geometry, computed with wB97M-V/def2-TZVPD.

Structure (XYZ):
```
88
Properties=species:S:1:pos:R:3:forces:R:3:lowdin_charge:R:1
Sn -0.84036 -0.23997 0.34869 1.26 0.25 0.30 0.937
C -3.88035 2.38191 -1.04749 0.05 0.00 0.03 0.009
C -3.30071 1.57319 -2.16625 -0.08 0.15 0.00 -0.292
N -4.03871 1.41952 -3.25469 -0.01 -0.03 -0.04 0.139
C -3.51695 0.81860 -4.32357 0.08 0.12 0.01 -0.072
C -2.21381 0.35392 -4.39725 0.01 -0.11 0.05 -0.124
C -1.73880 -0.26902 -5.69505 -0.03 -0.02 -0.01 -0.188
O -0.42379 0.09821 -6.07896 0.00 0.07 0.03 -0.058
C -1.44195 0.42672 -3.22353 -0.01 -0.23 -0.03 -0.076
C -0.07899 -0.12513 -3.19149 0.06 0.19 0.03 -0.010
N 0.56475 -0.31969 -2.10314 -0.10 -0.20 -0.07 -0.043
C 1.90159 -0.78113 -2.14307 -0.07 0.20 0.07 -0.374
C 2.43082 -1.61267 -3.12406 0.03 -0.11 0.02 -0.002
C 3.74817 -2.03776 -3.04433 -0.01 0.01 0.01 -0.039
C 4.55775 -1.64273 -1.98778 -0.02 0.01 0.00 -0.060
C 4.04921 -0.81449 -0.99643 0.04 0.03 -0.01 -0.136
C 2.73302 -0.39926 -1.08953 -0.02 -0.07 -0.07 -0.592
I 1.94390 0.87333 0.37090 -0.21 -0.07 0.09 1.284
C -2.01170 1.02882 -2.09675 0.47 -0.06 -0.14 -0.322
O -1.29676 1.15166 -0.94865 -0.92 0.12 -0.04 -0.242
H -4.96542 2.38129 -1.11892 0.00 -0.01 -0.01 0.092
H -3.54013 3.41633 -1.13499 -0.01 0.00 0.00 0.106
H -3.55902 2.03046 -0.07090 -0.01 -0.03 -0.01 0.047
H -4.17267 0.72640 -5.18274 0.00 0.02 0.00 0.126
H -2.45169 -0.01620 -6.48243 -0.04 -0.04 0.02 0.128
H -1.73899 -1.35767 -5.60902 0.06 0.00 0.01 0.135
H -0.43631 0.98896 -6.44600 0.00 -0.02 -0.03 0.111
H 0.37900 -0.31542 -4.15970 0.02 0.07 -0.03 0.123
H 1.80602 -1.95154 -3.94069 -0.01 0.02 0.00 0.124
H 4.14648 -2.68524 -3.81355 -0.01 0.00 -0.01 0.121
H 5.58541 -1.97489 -1.93361 0.00 0.01 0.00 0.120
H 4.67774 -0.49058 -0.17743 -0.01 -0.01 0.01 0.109
N -2.62612 0.70745 5.15991 -0.04 0.02 0.02 0.206
C -1.60888 0.42307 4.08049 0.00 -0.03 -0.03 -0.490
C -0.24908 0.94517 4.54938 -0.02 0.04 0.02 -0.050
P -2.17165 1.40091 2.59734 -0.08 -0.07 -0.04 0.380
O -3.12254 0.41881 1.73059 0.01 0.02 0.03 -0.218
O -2.86142 2.56726 3.16532 0.02 0.01 -0.02 -0.227
O -0.96840 1.43465 1.65753 0.11 0.01 0.04 -0.401
P -1.47642 -1.33768 3.61383 0.20 0.07 0.05 0.359
O -3.03319 -1.73431 3.51097 -0.04 0.02 -0.05 -0.145
O -0.75074 -2.23622 4.51997 -0.01 0.02 0.01 -0.239
O -0.86171 -1.16609 2.21588 -0.25 -0.36 -0.28 -0.443
H -3.01476 1.64668 4.94575 0.02 0.02 0.02 0.147
H -2.20058 0.71293 6.08894 -0.01 -0.04 0.00 0.177
H -3.38893 0.02591 5.15584 -0.01 0.02 -0.03 0.161
H -0.28949 2.01891 4.74167 0.01 0.00 0.00 0.107
H 0.49759 0.77152 3.77793 0.00 -0.01 0.00 0.081
H 0.06765 0.41725 5.45068 0.00 0.00 0.00 0.101
H -4.07752 0.43491 1.87776 -0.02 -0.01 0.00 0.075
H -3.19748 -2.60847 3.89097 0.00 0.00 0.06 0.103
C -1.44244 -7.17882 0.77974 0.01 0.00 0.00 -0.101
C -2.82269 -6.61896 0.45166 -0.01 0.01 0.00 -0.242
C -3.21261 -5.35392 1.21640 0.01 -0.01 0.01 -0.188
C -2.40653 -4.10747 0.87638 -0.02 -0.06 -0.06 -0.223
N -1.08542 -4.14631 1.50878 -0.04 0.22 0.17 0.049
C -0.02566 -3.42952 1.17876 0.04 -0.07 -0.04 -0.661
S -0.01574 -2.48578 -0.32224 -0.25 0.07 -0.06 0.794
N 1.07024 -3.52253 1.90118 -0.08 0.19 0.13 0.058
C 2.33054 -2.78956 1.73976 0.03 -0.01 -0.04 -0.186
C 3.52883 -3.67475 2.05914 -0.01 -0.02 -0.01 -0.179
C 3.93967 -4.62397 0.93387 0.02 0.01 0.00 -0.241
C 2.90995 -5.68820 0.56769 -0.01 0.00 0.00 -0.099
H -1.27491 -8.11479 0.24891 0.00 -0.01 0.01 0.081
H -1.34669 -7.39152 1.84782 0.00 0.01 0.01 0.079
H -0.63799 -6.49889 0.49395 0.00 -0.01 -0.02 0.053
H -3.57379 -7.38040 0.66802 0.01 -0.01 -0.01 0.115
H -2.89579 -6.41980 -0.62160 0.00 0.01 0.00 0.114
H -3.15872 -5.53882 2.29702 -0.01 0.00 0.01 0.120
H -4.25958 -5.12011 1.01105 0.00 0.01 -0.01 0.112
H -2.93115 -3.21133 1.21715 0.02 0.02 0.00 0.060
H -2.26636 -4.01842 -0.20010 0.00 -0.03 0.01 0.082
H -1.04494 -4.62713 2.39987 0.03 -0.12 -0.07 0.159
H 0.98605 -4.01164 2.78543 0.03 -0.08 -0.04 0.166
H 2.29709 -1.92123 2.40208 0.00 -0.01 0.02 0.116
H 2.38655 -2.43288 0.71303 -0.01 0.00 0.00 0.068
H 3.33071 -4.23614 2.97915 0.02 0.00 0.01 0.121
H 4.36555 -3.01319 2.29167 0.00 0.01 0.00 0.119
H 4.86756 -5.11414 1.23334 0.00 -0.01 0.00 0.115
H 4.18324 -4.03154 0.04595 0.00 0.01 0.00 0.098
H 2.60705 -6.26584 1.44448 -0.01 0.00 0.00 0.080
H 3.32497 -6.38853 -0.15602 0.00 0.00 0.00 0.081
H 2.01186 -5.25822 0.11885 0.01 0.00 -0.01 0.051
Cl -3.37016 -1.53448 -1.25919 -0.17 -0.25 0.12 0.653
C -5.08614 -1.80840 -0.81961 0.04 0.13 -0.17 -0.880
Cl -5.37282 -1.80619 0.91686 0.02 0.01 0.03 0.611
H -5.35317 -2.77933 -1.21882 -0.03 0.01 0.01 0.041
H -5.65574 -1.00753 -1.27687 -0.02 -0.01 0.02 0.041
```
Forces are in eV/Å.

Output
Relative energy (zero: lowest compared OMol25 entry of this formula, charge and spin) in kcal/mol: 10.0
Total charge: +2
LUMO energy in eV: -6.95
Strongest force on any atom in eV Å⁻¹: 1.32
HOMO energy in eV: -13.48